(1)
# C4H11NO3

A 2-piece molecular cluster, C4H11NO3 overall at a distorted geometry (the ωB97M-V functional and the def2-TZVPD basis, the OMol25 dataset).

XYZ file:
```
19
C4H11NO3, DFT the ωB97M-V functional and the def2-TZVPD basis
O 1.342 2.010 4.063
O 1.273 -0.300 0.352
O 2.322 -1.379 1.977
N -2.803 0.390 -1.361
C 1.974 -1.315 0.780
C -1.620 -0.282 -0.902
C 1.016 -0.289 -1.042
C -0.349 0.243 -1.505
H 1.770 0.337 -1.556
H 1.331 1.862 3.091
H -3.709 -0.063 -1.198
H 2.132 -2.185 0.113
H 1.062 1.149 4.449
H 1.083 -1.310 -1.464
H -1.595 -0.245 0.204
H -0.409 0.093 -2.600
H -1.689 -1.345 -1.201
H -0.283 1.332 -1.318
H -2.848 1.296 -0.883
```

Results
**Total energy**: -439.4552 Eh
**E_HOMO**: -9.61 eV
**ΔE to the lowest compared entry with this formula, charge and spin**: 1.9248 eV
**SMILES string**: NCCCOC=O.O
**Total charge**: 0

Per-atom Mulliken charges, elementary charge units:
1 O -0.646
2 O -0.200
3 O -0.526
4 N -0.606
5 C 0.282
6 C -0.436
7 C -0.499
8 C -0.512
9 H 0.235
10 H 0.326
11 H 0.234
12 H 0.315
13 H 0.324
14 H 0.390
15 H 0.247
16 H 0.233
17 H 0.311
18 H 0.306
19 H 0.223



(2)
# C40H39N5OPtS3Se

C40H39N5OPtS3Se as an isolated structure (the ωB97M-V functional and the def2-TZVPD basis, the OMol25 dataset).

XYZ file:
```
90
C40H39N5OPtS3Se, DFT the ωB97M-V functional and the def2-TZVPD basis
Pt 0.409 0.729 0.195
Se -4.057 0.351 0.069
S 3.933 2.655 -1.659
S 2.651 -0.197 0.126
S 4.150 4.939 1.156
O 1.581 2.014 1.481
N -1.763 2.056 2.074
N -3.890 -2.151 -1.323
N -0.644 0.018 1.945
N -4.321 -2.411 0.791
N -1.767 0.626 3.892
C 4.499 5.532 2.715
C -4.125 1.380 3.861
C 3.325 1.086 1.113
C 2.668 2.911 -0.519
C 1.607 3.563 -1.082
C -2.761 3.514 0.450
C 3.030 3.418 -2.896
C -4.088 -1.484 -0.165
C -4.280 -3.653 0.229
C 3.434 -1.392 1.071
C -1.915 2.420 0.721
C 0.584 -1.491 3.458
C -5.296 1.643 4.555
C 0.160 -3.876 3.286
C 1.817 3.850 -2.453
C -2.997 0.933 4.542
C -4.605 -2.143 2.197
C -1.251 1.739 -0.321
C 3.418 3.526 1.807
C -4.001 -3.491 -1.094
C 2.796 2.498 0.919
C 0.813 -2.804 3.870
C -0.989 -2.363 1.828
C -3.382 4.327 1.554
C -0.736 -3.656 2.248
C -3.003 3.834 -0.877
C 4.062 4.693 3.697
C -0.359 -1.281 2.443
C -1.830 0.230 6.668
C 4.156 0.567 2.077
C -1.541 2.096 -1.643
C 4.237 -0.842 2.029
C -5.351 1.451 5.924
C -4.229 0.985 6.593
C -3.039 0.721 5.926
C -3.583 -1.542 -2.613
C -1.381 0.865 2.610
C 3.435 3.539 3.176
C -2.425 3.118 -1.922
C 1.346 -0.356 4.086
H -1.241 -0.104 4.350
H -3.989 -0.534 -2.628
H -4.111 3.755 2.134
H -3.898 5.190 1.140
H 0.899 -0.033 5.030
H 1.389 0.509 3.424
H -4.460 -4.547 0.801
H -1.220 -4.493 1.761
H -1.661 -2.162 1.002
H -4.203 -2.960 2.790
H 2.994 2.763 3.786
H 1.102 4.362 -3.079
H -4.042 -2.139 -3.396
H 3.331 -2.440 0.836
H 2.363 -0.673 4.315
H 0.730 3.867 -0.523
H -4.110 1.492 2.787
H -2.043 0.146 7.731
H -3.658 4.667 -1.096
H 5.017 6.470 2.830
H -4.269 0.830 7.663
H 4.689 1.200 2.771
H -2.158 2.700 2.743
H -5.680 -2.061 2.348
H -0.985 0.913 6.551
H -1.041 1.581 -2.455
H -6.166 1.995 4.018
H 4.873 -1.438 2.666
H -1.513 -0.762 6.327
H -6.260 1.658 6.471
H 3.450 3.513 -3.883
H 0.365 -4.882 3.625
H -3.882 -4.218 -1.878
H 1.532 -2.983 4.661
H -4.125 -1.211 2.486
H -2.629 4.708 2.248
H -2.505 -1.505 -2.755
H -2.645 3.387 -2.946
H 4.189 4.894 4.750
```

Results
**Total energy**: -5611.3594 Eh
**E_HOMO (spin up / spin down)**: -12.40 / -12.92 eV
**ΔE to the lowest compared entry with this formula, charge and spin**: 0.5221 eV
**Total charge**: +2
**Spin multiplicity**: 5

Per-atom Mulliken charges, elementary charge units:
1 Pt 1.414
2 Se 0.218
3 S -0.013
4 S -0.115
5 S -0.075
6 O -0.574
7 N 0.656
8 N 0.238
9 N 0.053
10 N 0.385
11 N 0.325
12 C -0.430
13 C 0.050
14 C -0.263
15 C -0.486
16 C -0.638
17 C 1.265
18 C -0.676
19 C -0.263
20 C -0.522
21 C -0.432
22 C -0.663
23 C 1.637
24 C -1.501
25 C -0.942
26 C -0.627
27 C 0.204
28 C -0.675
29 C 1.111
30 C -0.771
31 C -0.462
32 C 2.595
33 C -1.345
34 C -0.485
35 C -1.814
36 C -0.737
37 C -0.771
38 C -0.934
39 C -1.007
40 C -1.321
41 C -0.595
42 C -0.873
43 C -0.812
44 C -0.878
45 C -0.783
46 C 0.902
47 C -0.908
48 C -0.271
49 C -0.239
50 C -1.214
51 C -0.887
52 H -0.136
53 H 0.375
54 H 0.310
55 H 0.458
56 H 0.279
57 H -0.162
58 H 0.538
59 H 0.510
60 H 0.788
61 H 0.362
62 H 0.535
63 H 0.469
64 H 0.341
65 H 0.548
66 H 0.614
67 H 0.694
68 H 0.664
69 H 0.451
70 H 0.424
71 H 0.477
72 H 0.420
73 H 0.675
74 H 0.463
75 H 0.351
76 H 0.298
77 H 0.643
78 H 0.495
79 H 0.513
80 H 0.322
81 H 0.428
82 H 0.519
83 H 0.460
84 H 0.522
85 H 0.563
86 H 0.046
87 H 0.406
88 H 0.320
89 H 0.532
90 H 0.435



(3)
# C23H52F14N11O31S14

A 11-piece molecular cluster, C23H52F14N11O31S14 overall at a distorted geometry (the ωB97M-V functional and the def2-TZVPD basis, the OMol25 dataset).

XYZ file:
```
145
C23H52F14N11O31S14, DFT the ωB97M-V functional and the def2-TZVPD basis
S -4.415 -1.305 -4.230
S -6.055 -2.818 -5.016
S -0.773 2.771 6.602
S -1.433 5.299 -0.546
S 4.055 0.065 -4.839
S -5.569 1.527 -1.107
S 0.861 5.520 -0.713
S 3.211 1.915 -3.528
S -4.623 3.193 -2.372
S -5.511 -0.094 3.983
S 5.035 -0.758 2.965
S -0.968 5.133 6.088
S -3.194 -0.295 4.126
S 5.193 0.716 0.998
F -2.660 6.252 -0.155
F 5.350 0.629 -0.625
F 1.843 2.794 -3.759
F 2.006 6.438 0.102
F -6.424 0.186 -1.284
F -7.552 -2.559 -5.525
F -6.679 -1.221 3.882
F 3.593 -0.790 -6.118
F -3.725 0.203 -4.482
F 5.527 -2.333 3.157
F -1.937 -1.270 3.788
F -5.012 3.837 -3.774
F -0.238 1.345 5.986
F 0.054 6.222 5.421
O 4.032 3.018 3.511
O -3.331 -2.185 -4.614
O -4.914 4.269 -1.456
O -3.004 -0.076 5.531
O -2.201 5.308 5.320
O -0.215 2.644 7.946
O -5.779 0.523 5.250
O 1.833 -4.440 -0.315
O -5.769 0.759 2.804
O -5.589 -3.819 -5.952
O -2.223 2.643 6.402
O -1.601 4.278 0.461
O 2.966 1.459 -2.159
O -4.625 -1.207 -2.802
O -1.013 0.788 -5.707
O 1.216 5.684 -2.111
O -1.050 5.502 7.555
O 4.319 2.914 -3.583
O 6.115 1.811 1.387
O 1.243 4.253 -0.113
O 3.728 1.021 1.071
O -6.355 2.306 -0.171
O -4.290 0.940 -0.697
O -6.382 -3.308 -3.701
O -2.855 0.844 3.250
O 4.197 -1.009 -3.863
O -1.523 4.945 -1.984
O 3.643 -0.950 3.202
O 5.843 -0.033 3.952
O 5.311 0.527 -5.453
O -3.239 2.844 -2.658
N -5.782 1.904 -2.565
N 5.511 -0.722 1.349
N -5.533 -1.168 -5.231
N -0.470 6.327 -0.151
N 2.792 0.942 -4.878
N 0.009 3.749 5.704
N 2.133 4.339 4.104
N 1.008 1.821 -6.546
N 1.575 -5.330 0.746
N -4.247 -1.251 3.720
N -0.140 0.269 -1.407
C 0.563 -6.482 0.429
C -0.731 3.183 -5.272
C -0.413 1.710 -1.832
C 3.125 2.545 5.740
C -0.832 -5.933 0.437
C 3.342 -4.268 2.111
C 0.679 -7.628 1.477
C 1.895 -4.859 2.169
C 0.556 0.994 2.503
C -1.121 -1.870 -2.109
C -0.184 -1.373 -3.223
C -0.344 1.824 -5.795
C 0.789 -3.972 2.740
C -0.144 1.125 1.117
C 3.128 3.178 4.299
C 1.757 4.531 2.625
C 0.703 -0.440 -2.492
C 0.637 0.325 -0.009
C -1.493 -0.537 -1.452
C 0.741 -7.133 2.900
C 1.971 -6.206 3.045
C 1.007 0.862 -7.752
C 0.969 -7.114 -0.928
H 1.497 -0.966 -1.962
H -1.982 -2.377 -2.546
H 1.965 1.013 -8.249
H 0.018 3.950 -5.076
H -1.455 -6.818 0.308
H -2.192 -0.039 -2.124
H 1.149 0.310 -3.145
H 3.635 -3.721 3.007
H 2.877 -6.755 2.788
H -1.328 1.923 -1.279
H 3.058 3.466 6.320
H 0.276 -7.807 -1.404
H 1.945 -7.595 -0.870
H -0.745 -2.491 -1.296
H -1.926 -0.697 -0.464
H 1.181 -6.405 -1.729
H 0.840 -7.982 3.576
H 1.798 1.535 -5.985
H 0.796 5.045 2.643
H -0.064 1.213 3.372
H -1.457 3.099 -4.463
H -0.731 -0.737 -3.918
H 2.470 5.230 4.442
H 0.997 -3.601 3.744
H 1.318 2.735 -6.844
H -0.172 -6.580 3.118
H 4.174 -4.931 1.874
H 0.330 2.500 -1.718
H 1.558 -8.217 1.213
H 1.633 3.594 2.082
H 0.630 -3.071 2.148
H -0.855 -5.259 -0.419
H 2.516 5.201 2.222
H 0.944 -0.022 2.577
H 1.433 1.640 2.466
H 0.270 -2.192 -3.781
H 3.981 1.897 5.929
H 1.595 0.776 -0.267
H 2.209 1.971 5.879
H -1.187 0.813 1.169
H 3.383 -3.468 1.371
H 0.830 -0.724 0.216
H 0.979 -0.204 -7.522
H -0.164 2.177 0.834
H -0.561 1.609 -2.907
H 0.172 1.125 -8.400
H -1.233 -5.390 1.293
H -0.239 -4.336 2.749
H -1.355 3.581 -6.072
H -0.078 -8.412 1.504
H 1.305 4.072 4.615
H 2.056 -5.871 4.079
```

Results
**Total energy**: -10814.4337 Eh
**E_HOMO (spin up / spin down)**: -5.39 / -5.65 eV
**Total charge**: -2
**Spin multiplicity**: 2

These are the Mulliken partial charges, in e, on atoms 1 to 99:
1 S 1.349
2 S 1.110
3 S 1.041
4 S 1.116
5 S 0.783
6 S 1.051
7 S 1.199
8 S 0.566
9 S 1.060
10 S 1.020
11 S 1.033
12 S 0.958
13 S 1.071
14 S 0.888
15 F -0.354
16 F -0.307
17 F -0.315
18 F -0.401
19 F -0.303
20 F -0.288
21 F -0.267
22 F -0.351
23 F -0.369
24 F -0.365
25 F -0.207
26 F -0.321
27 F -0.301
28 F -0.292
29 O -0.441
30 O -0.650
31 O -0.553
32 O -0.342
33 O -0.523
34 O -0.686
35 O -0.505
36 O -0.479
37 O -0.413
38 O -0.611
39 O -0.594
40 O -0.489
41 O -0.353
42 O -0.475
43 O -0.468
44 O -0.612
45 O -0.586
46 O -0.585
47 O -0.624
48 O -0.354
49 O -0.200
50 O -0.431
51 O -0.252
52 O -0.556
53 O -0.166
54 O -0.515
55 O -0.569
56 O -0.429
57 O -0.626
58 O -0.654
59 O -0.189
60 N -0.142
61 N -0.365
62 N -0.454
63 N -0.521
64 N -0.291
65 N -0.456
66 N 0.435
67 N 0.394
68 N 0.496
69 N -0.173
70 N 1.686
71 C 1.459
72 C -0.821
73 C -0.567
74 C -1.032
75 C -1.471
76 C -1.880
77 C -1.259
78 C 1.668
79 C 0.031
80 C -0.895
81 C -0.191
82 C 0.637
83 C -1.397
84 C 0.972
85 C 0.638
86 C -0.880
87 C 1.029
88 C -1.250
89 C 0.135
90 C -0.578
91 C -1.327
92 C -0.876
93 C -1.764
94 H 0.423
95 H 0.546
96 H 0.407
97 H 0.358
98 H 0.432
99 H -0.513



(4)
# C39H43As2ClPrSi2

C39H43As2ClPrSi2 as an isolated structure at a distorted geometry (the ωB97M-V functional and the def2-TZVPD basis, the OMol25 dataset).

XYZ file:
```
88
C39H43As2ClPrSi2, DFT the ωB97M-V functional and the def2-TZVPD basis
Pr -0.468 2.132 0.536
As -2.535 4.246 -0.434
As -3.495 1.239 0.625
Cl -1.123 1.517 -1.969
Si 3.386 -2.877 -0.699
Si 1.218 -1.691 -1.246
C -1.525 -4.282 1.476
C -4.595 2.829 1.122
C 2.993 -4.609 -2.931
C -4.957 5.231 0.952
C -4.564 0.716 -0.930
C 2.852 1.985 -0.014
C 2.573 -5.791 -3.550
C 3.427 1.664 1.222
C 3.213 0.407 1.792
C -4.192 4.106 0.659
C -2.228 6.166 -0.321
C 7.322 -1.381 -2.725
C -3.436 4.221 -2.174
C 2.233 -6.907 -2.781
C -1.137 -3.012 1.925
C 6.083 -3.092 -1.523
C -1.097 1.881 3.166
C -4.213 -0.067 1.882
C -0.396 -3.899 -0.632
C 0.739 3.202 2.718
C -5.755 2.697 1.882
C 0.327 1.897 3.122
C 4.964 -2.246 -1.451
C 7.255 -2.655 -2.151
C -0.425 3.992 2.509
C -1.162 -4.720 0.195
C 2.319 -6.837 -1.389
C 2.112 1.013 -0.712
C -1.561 3.180 2.801
C 3.050 -4.528 -1.529
C -0.361 -2.189 1.100
C 2.725 -5.656 -0.763
C 2.447 -0.549 1.106
C -6.507 3.836 2.201
C 5.027 -0.970 -2.036
C -6.115 5.095 1.740
C 6.199 -0.548 -2.668
C 1.911 -0.282 -0.170
C 0.047 -2.647 -0.162
H 8.117 -3.313 -2.206
H -3.435 -0.832 1.999
H 4.140 -0.329 -2.022
H 3.235 -3.732 -3.537
H 2.060 -7.705 -0.784
H 2.762 -5.589 0.325
H -4.418 0.425 2.837
H 6.037 -4.103 -1.113
H -2.591 3.521 2.845
H 0.221 -1.048 -2.107
H -0.093 -4.232 -1.628
H -4.939 1.611 -1.440
H -0.050 -1.209 1.475
H -2.793 6.660 -1.119
H 1.911 -7.830 -3.268
H 4.042 2.390 1.754
H 1.771 3.543 2.629
H -4.423 3.759 -2.069
H -1.718 1.046 3.504
H 2.993 2.985 -0.451
H -2.800 3.622 -2.842
H 6.231 0.437 -3.127
H 1.701 1.240 -1.698
H -3.888 0.158 -1.590
H 3.658 -3.144 0.715
H -5.121 -0.505 1.454
H 0.983 1.075 3.404
H 2.509 -5.831 -4.636
H 8.233 -1.041 -3.217
H -1.474 -5.704 -0.175
H -1.427 -2.663 2.921
H -2.522 6.522 0.670
H -5.388 0.086 -0.579
H 3.642 0.148 2.775
H -0.450 5.048 2.243
H -6.076 1.714 2.228
H -6.702 5.982 1.982
H 2.341 -1.538 1.565
H -7.407 3.732 2.811
H -2.117 -4.932 2.118
H -4.666 6.211 0.580
H -3.515 5.254 -2.520
H -1.150 6.298 -0.475
```

Results
**Total energy**: -7539.4941 Eh
**E_HOMO (spin up / spin down)**: -10.43 / -10.43 eV
**ΔE to the lowest compared entry with this formula, charge and spin**: 0.0000 eV
**Total charge**: +1
**Spin multiplicity**: 3

Per-atom Mulliken charges, elementary charge units:
1 Pr 0.499
2 As 1.273
3 As 1.222
4 Cl -0.526
5 Si 0.727
6 Si -0.076
7 C -0.683
8 C -0.126
9 C -0.175
10 C -0.420
11 C -1.038
12 C -0.630
13 C -0.628
14 C -0.561
15 C -1.205
16 C -0.198
17 C -1.636
18 C -0.510
19 C -1.064
20 C -0.478
21 C -0.770
22 C -0.363
23 C -0.801
24 C -1.456
25 C -0.522
26 C -0.494
27 C -0.383
28 C -0.373
29 C 0.415
30 C -0.589
31 C -0.883
32 C -0.558
33 C -0.562
34 C -1.906
35 C -0.292
36 C 0.340
37 C 0.375
38 C -0.518
39 C -0.147
40 C -0.768
41 C -0.148
42 C -0.763
43 C -0.619
44 C 1.729
45 C 0.575
46 H 0.398
47 H 0.147
48 H 0.130
49 H 0.363
50 H 0.404
51 H 0.343
52 H 0.460
53 H 0.346
54 H 0.793
55 H -0.206
56 H 0.347
57 H 0.267
58 H 0.145
59 H 0.447
60 H 0.397
61 H 0.582
62 H 0.559
63 H 0.320
64 H 0.476
65 H 0.486
66 H 0.330
67 H 0.394
68 H 0.641
69 H 0.362
70 H -0.202
71 H 0.487
72 H 0.614
73 H 0.398
74 H 0.376
75 H 0.423
76 H 0.493
77 H 0.447
78 H 0.400
79 H 0.452
80 H 0.512
81 H 0.436
82 H 0.399
83 H 0.576
84 H 0.389
85 H 0.393
86 H 0.458
87 H 0.363
88 H 0.369